Entry 1:
Entry from the OMol25 dataset: a 8-piece molecular cluster, C42H104N8O2 overall at a distorted geometry (ωB97M-V with the def2-TZVPD basis set).

Last column: Löwdin charge in e.
Cartesian coordinates (Å):
C1 2.35012 2.84598 -0.18523  -0.119
C2 3.07520 3.87426 0.63270  -0.295
N1 2.55492 5.22521 0.72398  -0.185
C3 3.49028 6.26447 0.97252  -0.270
C4 4.31104 6.78551 -0.23207  -0.084
C5 1.22027 5.20817 1.39417  -0.236
C6 0.51645 6.52474 1.27172  -0.117
H1 2.21873 3.18675 -1.21222  0.072
H2 1.36827 2.51649 0.15463  0.041
H3 2.92459 1.92712 -0.30265  0.064
H4 3.23840 3.46413 1.62933  0.104
H5 4.11834 3.91823 0.31961  0.104
H6 2.99634 7.16317 1.34193  0.095
H7 4.11408 5.83022 1.75380  0.111
H8 4.81005 5.97241 -0.75930  0.057
H9 3.66332 7.36137 -0.89308  0.067
H10 5.17207 7.41645 -0.01155  0.061
H11 1.32681 4.99959 2.45871  0.108
H12 0.46260 4.50906 1.04020  0.098
H13 1.17055 7.25886 1.74219  0.046
H14 -0.43841 6.59618 1.79253  0.066
H15 0.50614 7.01854 0.30004  0.080
C7 -1.43585 -1.30135 3.82690  -0.076
C8 -1.67890 -1.64104 5.31099  -0.220
N2 -1.85845 -0.38331 6.09666  -0.204
C9 -1.84357 -0.59126 7.56079  -0.259
C10 -2.02870 0.62289 8.53611  -0.082
C11 -2.94442 0.51501 5.65581  -0.219
C12 -4.41564 -0.07632 5.91167  -0.065
H16 -1.13242 -2.22880 3.34124  0.065
H17 -0.66776 -0.53472 3.72482  0.076
H18 -2.35652 -1.02599 3.31245  0.037
H19 -2.66328 -2.09249 5.43466  0.095
H20 -0.92680 -2.23843 5.82633  0.108
H21 -2.65137 -1.29103 7.77500  0.090
H22 -0.91393 -1.06315 7.87890  0.103
H23 -1.16172 1.27676 8.44181  0.069
H24 -2.91696 1.17848 8.23544  0.051
H25 -2.18456 0.22206 9.53768  0.067
H26 -2.82609 0.73939 4.59574  0.069
H27 -2.76744 1.46410 6.16178  0.087
H28 -4.67511 -0.84290 5.18152  0.034
H29 -5.21118 0.66715 5.86196  0.056
H30 -4.62163 -0.60729 6.84105  0.057
C13 3.62980 -1.92638 -5.64943  -0.099
C14 5.09930 -2.39160 -5.40815  -0.263
N3 5.92091 -2.03393 -6.55121  -0.212
C15 5.86088 -0.58021 -6.98955  -0.213
C16 6.40233 0.40173 -5.92126  -0.118
C17 7.25600 -2.54226 -6.50390  -0.275
C18 7.77207 -2.63354 -7.92618  -0.118
H31 2.99327 -2.46207 -4.94518  0.048
H32 3.28704 -2.13144 -6.66361  0.072
H33 3.36720 -0.89826 -5.40017  0.058
H34 5.43262 -2.00326 -4.44576  0.091
H35 5.18876 -3.47673 -5.35740  0.104
H36 6.36871 -0.44860 -7.94499  0.092
H37 4.84823 -0.32358 -7.30064  0.090
H38 6.15165 1.44247 -6.12651  0.057
H39 6.02626 0.12207 -4.93716  0.050
H40 7.48058 0.34654 -5.77149  0.053
H41 7.43048 -3.53171 -6.08123  0.117
H42 7.83586 -1.77145 -5.99623  0.099
H43 7.15283 -3.09719 -8.69407  0.076
H44 8.59995 -3.33880 -7.99911  0.057
H45 8.20449 -1.72221 -8.33921  0.062
C19 1.78411 -3.17396 -1.12752  -0.125
C20 2.25187 -1.78694 -1.09325  -0.289
N4 1.30504 -0.77930 -1.65915  -0.166
C21 0.14498 -0.64882 -0.79735  -0.259
C22 0.42195 -0.20301 0.60800  -0.080
C23 0.93432 -1.10076 -3.00903  -0.272
C24 0.37444 0.12083 -3.79437  -0.112
H46 2.63509 -3.80704 -0.87624  0.067
H47 1.34995 -3.49627 -2.07395  0.074
H48 1.08943 -3.39099 -0.31609  0.048
H49 2.60553 -1.53535 -0.09339  0.090
H50 3.14086 -1.71593 -1.71995  0.096
H51 -0.29259 -1.64133 -0.68988  0.106
H52 -0.44354 0.04152 -1.40166  0.098
H53 0.84668 -1.03875 1.16409  0.047
H54 -0.52086 -0.11025 1.14708  0.050
H55 1.18175 0.56169 0.76934  0.059
H56 1.78208 -1.33994 -3.65105  0.081
H57 0.19571 -1.89302 -3.13099  0.108
H58 1.07484 0.95591 -3.78043  0.062
H59 0.20466 -0.01551 -4.86240  0.038
H60 -0.57441 0.54117 -3.46105  0.050
C25 -3.55477 -2.34363 0.64524  -0.090
C26 -4.67813 -1.83725 1.51075  -0.273
N5 -5.57281 -2.87825 1.90357  -0.207
C27 -6.94484 -2.51158 2.25042  -0.228
C28 -7.16209 -1.81541 3.64266  -0.088
C29 -5.12872 -4.05782 2.67548  -0.213
C30 -5.84580 -5.41272 2.41665  -0.087
H61 -3.05065 -1.57499 0.05945  0.059
H62 -4.00781 -2.95472 -0.13542  0.078
H63 -2.83013 -3.04420 1.06019  0.063
H64 -4.38696 -1.42386 2.47638  0.089
H65 -5.22258 -1.09313 0.92942  0.121
H66 -7.39283 -1.76928 1.58981  0.104
H67 -7.60869 -3.37053 2.34843  0.095
H68 -8.20746 -1.64943 3.90298  0.067
H69 -6.59441 -2.37052 4.38944  0.051
H70 -6.76204 -0.80176 3.61869  0.041
H71 -5.21376 -3.75305 3.71854  0.094
H72 -4.08790 -4.23828 2.40676  0.100
H73 -6.03724 -5.69416 1.38115  0.070
H74 -6.82329 -5.52904 2.88471  0.056
H75 -5.16853 -6.20384 2.73842  0.063
C31 -5.15984 1.92936 3.04429  -0.106
C32 -4.18378 3.11110 3.31329  -0.194
N6 -2.72903 2.72354 3.08021  -0.168
C33 -1.94885 3.83276 3.67851  -0.291
C34 -0.72668 3.26475 4.30988  -0.096
C35 -2.35682 2.61915 1.66686  -0.232
C36 -2.90569 1.34259 0.88644  -0.070
H76 -6.03887 2.16433 3.64445  0.064
H77 -4.91945 0.86744 3.09581  0.045
H78 -5.58114 1.91009 2.03918  0.052
H79 -4.35914 4.00350 2.71248  0.113
H80 -4.36310 3.28547 4.37420  0.096
H81 -1.76761 4.59874 2.92451  0.103
H82 -2.42290 4.18889 4.59314  0.108
H83 -0.28566 4.10448 4.84694  0.077
H84 -1.13532 2.42584 4.87322  0.062
H85 -0.01994 2.90136 3.56385  0.063
H86 -1.27486 2.48882 1.68851  0.088
H87 -2.43104 3.47716 0.99873  0.105
H88 -3.97252 1.46645 0.70038  0.049
H89 -2.81549 0.46140 1.52163  0.039
H90 -2.31892 1.21136 -0.02272  0.061
C37 0.12680 0.90236 -7.69920  -0.015
C38 -0.62292 1.64845 -8.87082  -0.615
O1 -1.40588 1.03242 -9.48305  0.074
N7 -0.36194 2.89876 -9.20763  -0.011
C39 -1.08735 3.71439 -10.11240  -0.109
H91 -0.47926 0.78924 -6.80031  0.056
H92 1.09707 1.34996 -7.48397  0.054
H93 0.24567 -0.11782 -8.06419  0.074
H94 0.27677 3.39146 -8.59985  0.124
H95 -0.83744 4.76452 -9.96122  0.080
H96 -2.16875 3.57866 -10.09695  0.087
H97 -0.77129 3.51815 -11.13695  0.080
C40 4.36206 -6.82255 1.61306  -0.053
C41 3.01391 -6.11871 1.77970  -0.611
O2 1.99806 -6.76805 1.88635  0.041
N8 3.09733 -4.77093 1.88558  0.006
C42 1.81334 -4.05114 2.22759  -0.103
H98 5.06319 -6.66370 2.43237  0.066
H99 4.77262 -6.45956 0.67084  0.065
H100 4.18576 -7.89784 1.58507  0.073
H101 3.98359 -4.44118 2.24041  0.098
H102 0.95443 -4.35771 1.63060  0.071
H103 1.98073 -2.97516 2.17922  0.054
H104 1.67297 -4.37328 3.25939  0.071

Cartesian forces, eV/Å:
C -0.410 -0.183 -1.158
C 1.304 0.107 0.813
N -3.213 -1.578 -1.774
C 0.722 0.499 0.523
C 0.127 -0.761 -0.132
C 0.431 0.937 -0.302
C 0.979 2.072 0.554
H -0.106 0.211 -0.088
H 0.018 0.392 0.309
H 0.264 0.023 0.319
H -0.338 -0.162 0.760
H 0.006 0.224 -0.623
H -0.071 -0.321 0.408
H 0.847 0.697 0.387
H -0.476 -0.231 -0.345
H -0.005 -0.268 -0.200
H -0.246 0.292 0.767
H 0.122 -0.193 0.431
H 0.911 -0.798 -0.618
H -0.244 0.230 0.717
H -0.058 -0.237 -0.231
H -0.581 -0.880 -0.571
C 0.091 -1.075 0.689
C -1.471 2.180 0.602
N 1.033 1.289 0.479
C -0.481 0.010 -0.016
C -0.126 -0.651 -1.794
C -0.645 -1.499 0.622
C 0.489 0.196 -0.304
H 0.336 0.047 -0.205
H -0.055 -0.040 -0.091
H 0.024 0.328 0.190
H -0.015 -1.116 -0.336
H 0.136 0.025 -0.396
H -0.213 -0.404 0.442
H 0.124 -0.223 -0.397
H -0.035 0.070 0.355
H -0.029 0.115 0.259
H 0.260 0.179 -0.004
H -0.069 -0.119 0.047
H -0.394 -0.003 0.115
H 0.176 0.125 -0.429
H 0.187 0.302 -0.234
H 0.671 0.237 0.452
C 0.096 -0.793 0.792
C -0.955 0.814 -0.941
N -1.313 1.007 -0.546
C 0.299 -0.747 0.688
C -0.045 -0.491 0.016
C 0.524 1.003 -1.410
C 1.666 -0.756 -1.116
H -0.076 -0.421 -0.148
H 0.130 -0.107 0.006
H 0.702 0.318 -0.194
H 0.251 0.221 0.272
H -0.423 -0.084 0.172
H 0.508 -0.321 0.159
H -0.263 -0.189 0.630
H -0.099 -0.060 -0.027
H -0.434 0.201 0.003
H 0.167 0.004 -0.431
H -0.783 0.187 0.576
H 0.820 -0.452 0.496
H -0.929 0.415 0.374
H 0.544 -0.017 0.490
H -0.341 0.234 0.091
C -0.344 -1.791 0.793
C 0.596 1.701 -1.403
N 1.456 -0.610 1.280
C 0.406 0.194 -1.022
C 0.407 -0.841 0.891
C -0.616 1.424 -1.862
C -0.101 0.777 0.143
H 0.083 -0.248 -0.251
H 0.104 0.029 0.027
H -0.382 0.032 -0.192
H -0.293 0.366 0.015
H 0.193 0.094 -0.082
H -0.915 -0.081 -0.297
H -0.851 -0.059 0.693
H 0.230 -0.375 -0.086
H -0.017 0.853 -0.048
H -0.610 0.445 -0.253
H 0.364 -0.482 0.711
H -0.112 -0.466 0.298
H 0.237 -0.011 0.342
H 0.164 -0.807 -0.007
H -0.102 -0.202 0.427
C 0.165 -0.647 -1.178
C 0.215 -0.297 1.084
N -2.942 -2.180 -0.795
C -0.332 1.035 1.432
C 1.150 0.338 -0.480
C 0.014 0.694 -1.099
C -0.011 0.170 -0.145
H 0.233 0.255 0.499
H -0.353 -0.074 -0.128
H 0.122 0.445 0.554
H 0.923 1.052 -0.124
H -0.195 0.079 0.198
H 0.239 -0.424 -0.818
H 0.283 -0.348 -0.776
H -0.085 -0.615 0.015
H -0.432 0.090 0.409
H 0.338 0.087 0.022
H 0.355 -0.633 0.473
H 0.087 0.211 0.323
H 0.245 0.706 -0.365
H 0.152 0.115 0.410
H -0.153 -0.024 0.498
C -1.277 0.935 -1.245
C 1.172 -2.647 -0.632
N -1.883 1.671 0.166
C -0.221 -1.073 0.069
C 0.686 0.064 -0.861
C 0.608 -2.219 -0.611
C 0.085 1.342 1.399
H -0.110 -0.487 0.279
H 0.892 0.280 0.996
H 0.093 0.587 -0.388
H -0.655 0.089 0.031
H 0.661 0.500 -0.034
H -0.004 0.478 0.204
H -0.909 0.576 -0.620
H 0.427 -0.525 0.558
H 0.793 0.121 0.567
H 0.198 -0.145 0.129
H 0.253 -0.206 0.078
H -0.840 0.719 0.280
H 0.133 -0.028 -0.443
H 0.210 -0.023 -0.023
H -0.237 -0.006 -0.037
C -0.113 0.781 -1.093
C 2.015 -0.733 2.707
O -3.559 -2.693 -2.535
N 1.996 2.164 1.895
C -0.263 0.344 -1.435
H -0.086 0.541 -0.093
H -0.024 -0.092 0.253
H 0.238 0.124 -0.112
H -0.045 -0.064 -0.082
H -0.116 -0.072 0.350
H 0.043 -0.114 0.334
H -0.092 -0.180 -0.213
C -0.404 -0.066 -0.282
C 1.326 -0.693 1.029
O -0.862 0.068 -0.392
N -1.596 0.336 -0.667
C 1.811 -0.643 0.884
H -0.032 0.437 -0.012
H 0.393 -0.211 0.042
H -0.070 0.128 -0.257
H -0.229 0.440 -0.209
H 0.473 -0.152 -0.109
H -0.029 -0.107 -0.063
H -0.794 0.463 0.133

Calculated values
energy above the lowest of the compared OMol25 structures with the same formula, charge and spin: 84.84 kcal per mole
calculated total energy: -2250.909001 hartree
spin multiplicity: 2
charge: -1
Kohn-Sham gap (spin up / spin down): 0.0512 / 0.3061 Eh



Entry 2:
Entry from the OMol25 dataset: a 2-piece molecular cluster, C13H13Cl4NO2 overall at a distorted geometry (ωB97M-V with the def2-TZVPD basis set).

Last column: Löwdin charge in e.
Cartesian coordinates (Å):
Cl1 0.37050 5.48873 2.32905  0.718
C1 1.21324 3.98600 2.31753  -0.678
C2 0.50940 2.81378 2.32131  -0.599
Cl2 -1.20941 2.82236 2.32376  0.751
C3 1.17813 1.54897 2.34088  -0.343
O1 0.55429 0.50299 2.37878  0.140
C4 2.65978 1.54839 2.32574  -0.345
O2 3.28382 0.50245 2.32460  0.141
C5 3.32883 2.81365 2.31943  -0.603
Cl3 5.04769 2.82355 2.32750  0.751
C6 2.62545 3.98585 2.32063  -0.677
Cl4 3.46930 5.48776 2.33020  0.720
C7 -0.86546 -1.05135 -2.80091  -0.145
C8 -0.26493 -0.22254 -1.64793  -0.167
N1 -0.56434 -0.88123 -0.33817  -0.170
C9 0.04835 -2.24051 -0.29739  -0.168
C10 -0.53444 -3.12451 -1.41803  -0.145
C11 -1.57391 -2.30072 -2.21741  -0.307
C12 -2.67774 -1.82874 -1.23788  -0.144
C13 -2.03243 -0.98600 -0.11913  -0.171
H1 -1.58176 -0.45047 -3.37457  0.106
H2 -0.07999 -1.35998 -3.50133  0.106
H3 0.82087 -0.11784 -1.74823  0.110
H4 -0.68075 0.79091 -1.62543  0.109
H5 1.13481 -2.13681 -0.39671  0.113
H6 -0.12950 -2.67694 0.69164  0.114
H7 0.26069 -3.47570 -2.08730  0.106
H8 -1.00803 -4.01951 -0.99620  0.107
H9 -2.01098 -2.91153 -3.02716  0.136
H10 -3.43091 -1.24219 -1.77834  0.106
H11 -3.19882 -2.69540 -0.81349  0.106
H12 -2.21242 -1.42082 0.87014  0.114
H13 -2.44933 0.02738 -0.09560  0.108

Cartesian forces, eV/Å:
Cl 0.240 -0.246 -0.024
C -2.649 -0.575 0.038
C -0.694 2.459 -0.048
Cl 0.331 -0.198 -0.010
C -1.719 -2.187 0.042
O 0.734 0.718 0.055
C 1.654 -2.001 -0.033
O -0.651 0.592 -0.006
C 0.677 2.388 0.024
Cl -0.307 -0.195 -0.014
C 2.606 -0.565 0.000
Cl -0.255 -0.264 -0.012
C -0.188 -0.269 -0.342
C -0.433 -0.602 0.903
N 0.262 0.084 0.113
C -0.311 0.807 -0.088
C -0.207 -0.213 -0.345
C 0.133 0.171 0.262
C -0.158 -0.259 -0.348
C 0.847 0.155 -0.327
H 0.047 -0.123 0.051
H -0.126 -0.030 0.060
H -0.128 -0.118 0.122
H -0.012 -0.150 0.083
H -0.175 0.115 -0.017
H -0.078 0.186 -0.118
H -0.133 0.052 0.030
H 0.000 0.112 -0.103
H 0.184 0.271 0.331
H 0.103 -0.096 0.010
H 0.079 0.050 -0.115
H 0.187 0.026 -0.142
H 0.141 -0.095 -0.033

Calculated values
energy above the lowest of the compared OMol25 structures with the same formula, charge and spin: 0.00 kcal per mole
calculated total energy: -2549.109669 hartree
spin multiplicity: 1
SMILES: O=C1C(=O)C(Cl)=C(Cl)C(Cl)=C1Cl.C1CN2CCC1CC2
charge: 0
Kohn-Sham gap: 0.2010 Eh